The following is a DFT calculation (the ωB97M-V functional and the def2-TZVPD basis) of an isolated molecule of C5H6O.

Calculated values
* total charge: 0
* SMILES: C=C=C1COC1
* gap between HOMO and LUMO: 10.21 eV
* E_tot: -269.22468 a.u.

Each atom is followed by the atoms it is bonded to, with distances in Å.
Element x y z (Å)
1 O -1.8681 0.7513 -0.2744  C3 1.439, C8 1.439
2 H 1.1396 -1.8761 1.0527  C10 1.088
3 C -0.9983 0.0236 -1.1599  O1 1.439, H9 1.092, C11 1.504, H12 1.100
4 C 1.2818 -0.2141 -0.0062  C10 1.305, C11 1.297
5 H -0.6675 2.2681 0.5798  C8 1.093
6 H 2.9161 -1.4441 0.7027  C10 1.077
7 H -0.8396 0.7920 1.5841  C8 1.099
8 C -0.7758 1.1812 0.5580  O1 1.439, H5 1.093, H7 1.099, C11 1.501
9 H -1.0406 0.3915 -2.1871  C3 1.092
10 C 1.8701 -1.2123 0.5939  H2 1.088, C4 1.305, H6 1.077
11 C 0.1762 0.3978 -0.2983  C3 1.504, C4 1.297, C8 1.501
12 H -1.1938 -1.0590 -1.1453  C3 1.100

Mulliken atomic charge list, values in e, 6 entries: number 1, O, carries -0.3928; number 2, H, carries 0.2301; number 3, C, carries -0.2135; number 4, C, carries -0.1502; number 5, H, carries 0.2181; number 6, H, carries 0.2684